3 unconnected molecules or ions with the total composition C20H42N5O7 in a non-equilibrium geometry, computed with ωB97M-V/def2-TZVPD.

Computed properties:
- highest occupied orbital energy (eV) = -10.753
- frontier orbital gap (eV) = 5.4326
- maximum force (eV/Å) = 6.48
- charge = +1
- relative energy (zero: lowest compared OMol25 entry of this formula, charge and spin) (kJ/mol) = 1573.6

Element x y z (Å)
1 O -2.3205 -4.7004 -0.8604
2 N -1.5783 -3.7357 -0.6018
3 O -1.5015 -3.0767 -1.7791
4 C -1.1433 -1.6624 -1.5754
5 C -2.2898 -0.8283 -0.6847
6 C -3.5697 -0.3051 -1.5484
7 C -4.6121 0.5606 -0.5601
8 C -5.9819 1.2713 -1.1099
9 C -7.3375 0.3535 -0.9848
10 C -7.0744 -1.2652 -0.9580
11 O -6.7278 -1.6860 0.4219
12 C -4.0179 0.5979 0.9622
13 N -2.8021 0.0197 1.5689
14 N -1.9554 -0.6547 0.7527
15 H -0.0830 -1.5166 -1.0476
16 H -1.1687 -1.1445 -2.6502
17 H -3.7711 -0.4804 -2.6968
18 H -5.8224 1.6121 -2.2185
19 H -6.1294 2.2592 -0.4730
20 H -7.8951 0.6808 -0.0057
21 H -8.0382 0.6721 -1.8972
22 H -8.1209 -1.7805 -1.2113
23 H -6.3131 -1.6326 -1.7673
24 H -5.7774 -2.0078 0.4412
25 H -4.7080 1.2024 1.7301
26 H -1.0570 -1.0504 1.1634
27 C 3.3407 -0.7033 -6.9442
28 O 4.0026 -1.6346 -6.0986
29 C 5.2572 -1.1471 -5.6063
30 C 5.1850 -0.9388 -4.0853
31 N 4.3200 0.1961 -3.7469
32 C 4.0214 0.2966 -2.3142
33 C 3.1857 -0.8376 -1.6875
34 O 1.8395 -0.8910 -2.1666
35 C 1.6674 -1.6608 -3.3491
36 H 2.4554 -1.1903 -7.3612
37 H 3.0180 0.1736 -6.3782
38 H 3.9904 -0.3998 -7.7722
39 H 5.5787 -0.2323 -6.1220
40 H 6.0014 -1.9224 -5.8177
41 H 6.1927 -0.7520 -3.7000
42 H 4.8097 -1.8641 -3.6394
43 H 3.4409 0.1033 -4.2499
44 H 3.4729 1.2357 -2.1750
45 H 4.9616 0.3991 -1.7602
46 H 3.1099 -0.6272 -0.6156
47 H 3.6729 -1.8148 -1.7672
48 H 2.3694 -2.4972 -3.4124
49 H 1.7544 -1.0204 -4.2280
50 H 0.6504 -2.0657 -3.3432
51 C 3.3736 3.1557 4.6332
52 O 2.6468 2.6559 5.7478
53 C 1.4464 3.3947 6.0076
54 C 0.2147 2.5135 5.7461
55 N 0.0468 2.2499 4.3133
56 C -0.9626 1.2263 4.0216
57 C -0.6669 -0.2104 4.4971
58 O 0.4357 -0.8226 3.8233
59 C 1.7027 -0.5592 4.4115
60 H 4.3204 2.6127 4.5719
61 H 2.8213 2.9925 3.7049
62 H 3.5939 4.2213 4.7588
63 H 1.4010 4.3291 5.4322
64 H 1.4649 3.6629 7.0693
65 H -0.6777 3.0213 6.1267
66 H 0.3469 1.5817 6.3030
67 H 0.9355 1.9401 3.9277
68 H -1.0778 1.2034 2.9315
69 H -1.9269 1.5493 4.4308
70 H -1.5418 -0.8191 4.2459
71 H -0.5548 -0.2810 5.5838
72 H 1.6451 -0.4361 5.4968
73 H 2.1535 0.3204 3.9498
74 H 2.3579 -1.4092 4.1964